[1]
101
Properties=species:S:1:pos:R:3:forces:R:3 method="wB97M-V/def2-TZVPD" homo_lumo_gap_ev=1.0 e_tot_ha=-3825.64220 de_lowest_kj_mol=0.00 total_charge=+1
C -2.14801 -2.74535 -3.04424 0.1 -0.6 0.1
C -0.83945 -3.30843 -3.57147 -0.4 0.1 -0.1
O -0.54274 -2.74879 -4.85952 0.0 0.2 -0.4
C 0.71449 -3.15808 -5.32185 -0.1 0.0 1.1
C 1.92610 -2.29191 -4.96135 -1.1 -0.2 -0.1
C 1.62077 -0.96009 -4.28145 0.1 -0.2 -1.3
C 2.81629 -0.00983 -4.45072 -0.3 0.5 1.6
C 3.73624 0.13273 -3.22137 0.4 -0.3 -1.0
C 3.67336 -0.98809 -2.20828 0.8 0.7 0.8
C 5.02233 -1.09496 -1.51866 -0.3 0.2 0.2
C 4.98370 -2.01773 -0.32894 1.2 0.9 0.4
N 3.76038 -1.84693 0.52814 -0.2 -1.5 -1.3
C 2.66623 -1.38968 -0.04675 -0.7 0.5 0.2
N 1.46504 -1.69439 0.48246 0.5 0.0 0.4
N 2.67166 -0.55916 -1.14856 0.3 -1.0 -0.9
H -2.90358 -3.52345 -2.96774 -0.1 -0.1 -0.1
H -2.55682 -1.96469 -3.67526 0.1 0.2 0.0
H -2.02500 -2.34484 -2.04460 -0.1 0.3 0.0
H -0.01733 -3.06729 -2.89366 0.2 0.0 0.0
H -0.90536 -4.39271 -3.68439 0.2 -0.1 0.0
H 0.87779 -4.20153 -5.04098 0.1 -0.2 -0.2
H 0.63008 -3.19408 -6.43686 0.1 -0.2 -0.2
H 2.43085 -2.05129 -5.89867 0.4 -0.2 0.1
H 2.65623 -2.88677 -4.43052 0.2 0.0 0.0
H 0.77384 -0.53425 -4.83162 -0.2 0.1 0.2
H 1.28654 -1.03736 -3.25210 0.1 0.0 0.1
H 3.45667 -0.26024 -5.31964 -0.2 -0.6 0.3
H 2.39038 0.99137 -4.66116 0.4 -4.1 5.4
H 4.76834 0.14431 -3.57963 0.1 -0.1 -0.1
H 3.56138 1.09791 -2.73943 -0.1 0.0 0.3
H 3.39978 -1.93974 -2.65382 -0.3 0.0 0.0
H 5.80937 -1.39454 -2.23455 0.1 -0.2 -0.5
H 5.26671 -0.07925 -1.18846 0.1 0.0 0.1
H 5.84908 -1.79329 0.28924 0.0 0.0 0.2
H 5.09737 -3.06291 -0.60822 -0.5 -0.2 -0.1
H 3.54162 -2.73502 0.96348 0.2 0.3 0.7
H 1.29451 -1.58663 1.47168 -0.2 -0.6 0.1
H 0.70218 -1.93819 -0.12438 -0.3 0.9 -0.1
H 3.04190 0.33282 -0.82572 -0.5 0.3 0.0
C -1.09368 0.92332 -3.03916 0.0 0.1 -0.3
O -0.69576 1.52815 -4.30263 0.4 0.0 -0.2
H -0.65221 1.52993 -2.25182 0.0 0.0 0.0
H -2.18387 0.87266 -2.87491 0.5 0.2 -0.4
H -0.70311 -0.09448 -2.98037 0.0 0.0 0.1
H -1.08497 0.99834 -5.00248 -0.3 0.0 0.1
F 4.27619 -2.19647 -5.51760 0.2 0.4 -0.4
C -1.09537 -2.44918 5.10597 -0.1 0.0 0.0
C -0.85664 -3.45230 3.98056 0.1 0.3 0.2
C -0.48497 -4.85680 4.46309 -0.2 0.0 -0.3
O 0.84941 -4.98979 4.94017 -0.1 -0.2 0.1
C 1.09266 -4.53826 6.23576 0.4 0.0 -0.2
N 0.14815 -2.90026 3.06318 0.2 -0.3 -0.1
H -0.16157 -2.08000 5.53262 0.0 0.0 0.0
H -1.63258 -1.58275 4.72644 0.0 0.0 0.0
H -1.69431 -2.88730 5.90757 0.0 0.0 0.0
H -1.79388 -3.54906 3.42786 0.0 -0.1 0.0
H -0.54983 -5.54195 3.61732 0.1 0.0 0.0
H -1.19754 -5.21714 5.21805 0.0 0.1 0.1
H 0.21710 -4.72903 6.88389 -0.2 0.3 -0.6
H 1.33352 -3.47416 6.26422 -0.2 0.0 0.2
H 1.96199 -5.08236 6.62161 0.0 0.0 0.0
H 0.21926 -3.51694 2.25725 -0.1 0.0 0.0
H 1.05621 -2.97967 3.51645 0.0 0.0 0.1
Na 0.38597 -5.31404 8.70399 0.5 0.0 1.0
F 6.49405 -1.59426 -3.85576 0.0 0.3 0.5
Cl -3.36217 -0.22384 -1.48049 -0.4 -0.3 0.6
O -4.20113 3.17551 -0.43385 1.9 -2.2 0.8
P -3.40631 4.22387 0.23299 -2.7 4.5 -1.0
N -4.47422 4.68434 1.50384 -0.2 -0.2 -0.1
C -4.58311 6.00243 2.08468 0.5 0.2 0.3
C -4.85528 3.61900 2.42043 -0.1 -0.3 -0.3
N -3.30220 5.39138 -1.05543 -0.2 0.0 0.1
C -4.03558 6.64328 -0.99673 0.2 0.3 0.2
C -3.49413 4.79568 -2.37683 0.0 -0.1 -0.1
N -1.96655 4.73372 0.92402 0.8 -2.0 0.1
C -1.52043 4.01392 2.11199 -0.2 0.1 0.2
C -1.18844 5.91552 0.60440 0.3 0.0 -0.3
H -3.72264 6.29661 2.71016 0.0 0.0 0.0
H -5.46924 6.03955 2.71968 0.0 -0.1 0.1
H -4.73025 6.77197 1.33552 0.1 0.0 0.0
H -4.06449 3.37142 3.14386 -0.1 0.1 0.1
H -5.09378 2.71475 1.86007 0.1 0.0 -0.1
H -5.74897 3.89921 2.97998 0.0 0.1 0.0
H -5.11976 6.49972 -0.89364 0.0 0.1 0.0
H -3.85210 7.20909 -1.91281 0.0 -0.1 -0.1
H -3.67894 7.28676 -0.19135 0.0 -0.1 0.0
H -4.54998 4.61168 -2.60536 0.0 -0.1 0.0
H -2.96727 3.84926 -2.46568 0.0 0.0 0.0
H -3.09321 5.47873 -3.13168 0.0 0.1 0.1
H -1.86927 4.49176 3.03563 0.0 0.0 0.0
H -0.43059 3.96892 2.15249 0.0 0.0 -0.1
H -1.88604 2.98599 2.10370 -0.1 0.0 0.0
H -1.59762 6.80721 1.09042 0.0 0.0 0.0
H -1.12788 6.08391 -0.46495 -0.2 0.0 0.0
H -0.16282 5.78677 0.96025 -0.1 -0.1 0.1
K 2.41716 1.79132 -5.98048 -0.3 4.5 -6.1
C 3.78501 -3.28783 10.48819 -0.4 -0.2 -0.7
O 4.27367 -3.07318 11.59711 0.1 0.0 0.0
O 2.72663 -3.95901 10.29821 -0.3 -0.2 0.0
O 4.29628 -2.85355 9.41947 0.1 0.1 0.3
Al -0.05152 -2.46972 -8.10944 -0.1 0.0 0.1

***

[2]
54
Properties=species:S:1:pos:R:3:forces:R:3 method="wB97M-V/def2-TZVPD" homo_lumo_gap_ev=9.7 e_tot_ha=-1676.19644 total_charge=0
C 4.35470 1.45589 0.55046 -0.1 -0.1 0.2
C 3.07961 2.07028 1.12588 0.0 0.0 -0.1
C 2.08126 2.58307 0.08887 0.0 -0.1 0.1
Cl 2.87866 3.34384 -1.32845 0.0 0.1 0.0
C 1.14324 3.63410 0.66306 0.0 -0.2 0.1
O 0.25067 3.02820 1.61729 -0.1 0.3 0.1
C -1.05981 2.97399 1.28236 0.1 -0.1 -0.1
O -1.91092 3.40193 1.99555 -0.1 -0.1 0.2
C -1.39241 2.22526 -0.00995 0.0 0.2 -0.1
C -1.57847 0.77173 0.33673 -0.2 0.2 0.0
O -0.73591 -0.03323 0.49986 0.2 -0.2 0.0
F -2.87925 0.45426 0.47628 0.0 0.0 0.0
H 4.78885 0.76566 1.27460 0.0 0.0 0.0
H 5.09726 2.22132 0.32848 -0.1 0.0 -0.2
H 4.13900 0.88179 -0.35208 0.1 0.0 0.0
H 2.54811 1.30801 1.70098 0.0 0.1 0.1
H 3.32310 2.89131 1.80654 0.1 -0.1 0.0
H 1.50295 1.73423 -0.28093 0.1 0.1 -0.2
H 1.71963 4.37304 1.22041 0.0 0.0 -0.1
H 0.58390 4.15989 -0.11230 0.0 -0.1 0.0
H -0.58206 2.27448 -0.73572 0.0 0.1 0.0
H -2.30044 2.65387 -0.42429 0.0 -0.1 0.0
C 4.43468 -4.78786 -1.38741 0.0 0.0 0.0
O 5.82206 -4.51096 -1.41146 0.0 0.0 0.1
C 6.13242 -3.17991 -1.78258 0.0 -0.1 0.0
C 6.45430 -2.31534 -0.58312 0.0 0.1 0.0
O 5.33308 -2.14656 0.26711 0.0 0.0 0.0
C 5.35820 -2.97389 1.41522 0.0 0.0 0.0
H 4.30758 -5.75916 -0.91260 0.0 0.0 0.0
H 3.88248 -4.03594 -0.81830 0.0 0.0 0.0
H 4.02770 -4.83659 -2.40336 0.0 0.0 0.0
H 5.30458 -2.73668 -2.34671 0.0 0.0 0.0
H 7.00798 -3.21370 -2.43788 0.0 0.0 0.0
H 6.75639 -1.32346 -0.93369 0.0 0.0 0.0
H 7.29332 -2.74820 -0.02815 0.0 0.0 0.0
H 6.10541 -2.62176 2.13498 0.0 0.0 0.0
H 5.57404 -4.01358 1.15784 0.0 0.0 0.0
H 4.37320 -2.91784 1.87582 0.0 0.0 0.0
C -7.38265 -1.66887 -0.19173 0.0 0.0 0.0
O -7.16417 -0.75806 0.86756 0.0 0.1 0.0
C -6.01701 0.05654 0.69097 0.0 -0.1 0.1
C -6.37210 1.44157 0.19718 0.0 0.1 -0.1
O -6.92767 1.42004 -1.10742 0.0 -0.1 0.0
C -8.33807 1.52674 -1.12623 0.0 0.0 0.0
H -8.37302 -2.09850 -0.04986 0.0 0.0 0.0
H -7.34327 -1.17382 -1.16540 0.0 0.0 0.0
H -6.64257 -2.47658 -0.17279 0.0 0.0 0.0
H -5.31393 -0.41700 -0.00121 0.0 0.0 0.0
H -5.52276 0.14678 1.66247 0.0 0.0 0.0
H -5.45984 2.04462 0.15790 0.0 0.0 0.0
H -7.06285 1.91988 0.89957 0.0 0.0 0.0
H -8.65750 2.54241 -0.86783 0.0 0.0 0.0
H -8.80518 0.82072 -0.43524 0.0 0.0 0.0
H -8.66581 1.30351 -2.14024 0.0 0.0 0.0